(1)
A structure of composition C33H32CoN6S. Source: the OMol25 dataset; level of theory: the ωB97M-V functional and the def2-TZVPD basis.

CARTESIAN COORDINATES (ANGSTROEM)
1 Co 0.250 1.202 -0.453
2 C 4.923 -3.150 2.756
3 C 3.831 -2.526 1.935
4 C 3.577 -2.955 0.631
5 C 2.586 -2.361 -0.109
6 C 1.795 -1.306 0.396
7 N 0.815 -0.763 -0.421
8 C 0.068 -1.668 -1.161
9 C -0.302 -2.908 -0.596
10 C -1.063 -3.824 -1.282
11 C -1.503 -3.557 -2.582
12 C -2.361 -4.541 -3.327
13 C -1.157 -2.335 -3.148
14 C -0.391 -1.400 -2.472
15 N -0.028 -0.220 -3.173
16 C 0.217 -0.093 -4.505
17 C 0.435 1.234 -4.753
18 C 0.300 1.863 -3.502
19 N 0.019 0.983 -2.556
20 C 2.077 -0.852 1.706
21 C 3.078 -1.475 2.437
22 N 1.347 0.179 2.347
23 C 1.266 0.422 3.686
24 C 0.535 1.563 3.851
25 C 0.202 1.967 2.545
26 N 0.684 1.127 1.653
27 H 5.027 -4.210 2.525
28 H 4.734 -3.043 3.824
29 H 5.883 -2.672 2.539
30 H 4.173 -3.748 0.195
31 H 2.412 -2.676 -1.130
32 H 0.003 -3.110 0.424
33 H -1.339 -4.757 -0.804
34 H -2.072 -5.565 -3.092
35 H -2.292 -4.398 -4.404
36 H -3.410 -4.423 -3.043
37 H -1.507 -2.093 -4.145
38 H 0.250 -0.951 -5.156
39 H 0.673 1.692 -5.699
40 H 0.402 2.906 -3.242
41 H 3.303 -1.117 3.433
42 H 1.710 -0.230 4.419
43 H 0.282 2.046 4.780
44 H -0.357 2.831 2.218
45 C -4.023 2.155 -0.201
46 C -3.990 3.539 -0.309
47 C -2.775 4.188 -0.404
48 C -1.589 3.455 -0.390
49 N -1.639 2.113 -0.273
50 C -2.820 1.487 -0.188
51 C -0.232 4.048 -0.510
52 C -0.051 5.431 -0.604
53 C 1.223 5.955 -0.743
54 C 2.317 5.098 -0.784
55 C 2.128 3.725 -0.673
56 C 0.858 3.157 -0.533
57 H -4.954 1.609 -0.130
58 H -4.910 4.109 -0.321
59 H -2.747 5.264 -0.496
60 H -2.783 0.408 -0.092
61 H -0.892 6.115 -0.574
62 H 1.363 7.026 -0.814
63 H 3.316 5.503 -0.902
64 H 3.004 3.082 -0.695
65 C -2.716 -2.613 1.755
66 S -1.810 -1.131 2.252
67 C -1.681 -1.480 4.020
68 H -3.680 -2.652 2.260
69 H -2.144 -3.514 1.986
70 H -2.875 -2.560 0.679
71 H -0.947 -2.262 4.211
72 H -2.653 -1.781 4.408
73 H -1.373 -0.560 4.514

## Properties
2S+1: 5
LUMO (alpha / beta) in eV: -2.123 / -4.934
DFT total energy in a.u.: -3385.99371
HOMO (alpha / beta) in eV: -9.97 / -10.39
Charge: +1
<S²>: 6.0458

***

(2)
A structure of composition C33H32Ge2N4Ru. Source: the OMol25 dataset; level of theory: the ωB97M-V functional and the def2-TZVPD basis.

CARTESIAN COORDINATES (ANGSTROEM)
1 Ru -0.765 0.140 0.095
2 C -0.821 3.392 -4.362
3 C -0.275 3.410 -3.085
4 C -0.558 2.378 -2.206
5 C -1.394 1.345 -2.618
6 C -1.948 1.315 -3.899
7 C -1.652 2.348 -4.766
8 N -1.669 0.310 -1.676
9 N -2.536 -0.543 -1.981
10 C -2.783 -1.472 -0.963
11 C -3.717 -2.469 -1.131
12 C -3.942 -3.336 -0.067
13 C -3.230 -3.169 1.115
14 C -2.307 -2.146 1.214
15 N -2.086 -1.311 0.189
16 H -0.602 4.199 -5.050
17 H 0.359 4.230 -2.776
18 H -0.148 2.403 -1.202
19 H -2.592 0.503 -4.203
20 H -2.074 2.347 -5.762
21 H -4.249 -2.550 -2.069
22 H -4.673 -4.129 -0.160
23 H -3.389 -3.818 1.965
24 H -1.735 -1.976 2.117
25 N -4.501 4.314 4.569
26 C -3.906 3.723 3.782
27 C -3.169 2.985 2.804
28 C -1.909 2.471 3.144
29 C -1.212 1.748 2.198
30 C -1.775 1.521 0.920
31 C -3.018 2.095 0.570
32 C -3.720 2.789 1.521
33 H -1.507 2.647 4.133
34 H -0.233 1.344 2.462
35 H -3.425 1.950 -0.422
36 H -4.697 3.198 1.297
37 C 4.506 0.603 -0.121
38 Ge 3.082 1.527 0.860
39 C 3.367 1.760 2.759
40 C 2.312 3.040 -0.080
41 Ge 1.739 -0.673 0.598
42 C 2.196 -2.085 1.767
43 C 2.214 -1.836 3.151
44 C 2.570 -2.836 4.037
45 C 2.945 -4.085 3.547
46 C 2.950 -4.341 2.177
47 C 2.565 -3.354 1.289
48 C 1.042 -1.245 -1.096
49 C 0.405 -2.499 -1.242
50 C 0.015 -2.941 -2.491
51 C 0.266 -2.153 -3.617
52 C 0.897 -0.916 -3.498
53 C 1.265 -0.459 -2.247
54 H 5.369 1.275 -0.111
55 H 4.241 0.420 -1.162
56 H 4.810 -0.326 0.361
57 H 4.227 2.423 2.883
58 H 3.599 0.817 3.250
59 H 2.511 2.233 3.238
60 H 2.936 3.914 0.118
61 H 1.311 3.267 0.288
62 H 2.290 2.875 -1.157
63 H 1.956 -0.856 3.539
64 H 2.577 -2.647 5.102
65 H 3.249 -4.863 4.236
66 H 3.261 -5.310 1.811
67 H 2.582 -3.559 0.225
68 H 0.235 -3.125 -0.373
69 H -0.461 -3.906 -2.607
70 H -0.023 -2.515 -4.596
71 H 1.100 -0.319 -4.378
72 H 1.751 0.508 -2.161

## Properties
2S+1: 2
Energy above the lowest of the compared OMol25 structures with the same formula, charge and spin in kJ/mol: 0.0
LUMO (alpha / beta) in eV: -10.878 / -11.579
DFT total energy in a.u.: -5743.36377
HOMO (alpha / beta) in eV: -17.27 / -17.31
Charge: +3
<S²>: 0.7869